The ion C5H14N2 with charge -1, computed with ωB97M-V with the def2-TZVPD basis set.

The geometry in XYZ format:
```
21
Properties=species:S:1:pos:R:3:forces:R:3
C 0.0007 -1.0356 1.1622 -3.9 2.3 -0.4
C -0.1116 0.2434 0.1877 3.7 -2.4 0.9
C -1.3031 1.0516 0.5156 -3.7 1.5 -2.9
C -1.2659 2.0203 1.6882 0.0 1.2 1.3
N 0.0810 -0.0969 -1.2614 -0.6 0.2 0.2
C 0.7892 -1.2686 -1.7959 -0.9 0.6 -1.8
N 2.2393 -1.2595 -1.8379 -1.2 1.4 1.1
H -0.9239 -1.6696 0.9189 1.2 0.6 0.6
H -0.1082 -0.6056 2.2244 0.4 -1.0 -1.4
H 0.8400 -1.6140 0.9583 1.7 -0.9 0.1
H 0.8200 0.8010 0.5045 -0.9 0.1 -0.2
H -1.4608 1.7115 -0.4693 0.1 -1.2 1.9
H -2.3201 0.4400 0.5599 2.2 0.8 -0.2
H -1.9386 1.8089 2.5470 0.3 -0.5 -0.6
H -1.5569 3.0837 1.4641 0.3 -1.0 -0.4
H -0.2715 2.0994 2.1463 0.0 -0.1 -0.2
H 0.4073 0.7107 -1.7952 -0.2 -0.1 0.5
H 0.3124 -1.4210 -2.8744 1.4 0.2 2.0
H 0.5324 -2.1188 -1.2348 -1.1 -1.0 0.8
H 2.6261 -1.4884 -2.7317 0.8 -0.4 0.3
H 2.6121 -1.3925 -0.8765 0.5 -0.3 -1.6
```
Forces are in eV/Å.

## Properties
* relative energy (zero: lowest compared OMol25 entry of this formula, charge and spin): 183.1 kJ/mol
* 2S+1: 2
* E_HOMO (spin up / spin down): 1.422 / -4.788 eV
* LUMO (spin up / spin down): 3.928 / 3.805 eV
* frontier orbital gap (spin up / spin down): 0.0921 / 0.3158 Ha
* calculated total energy: -308.29330 Ha
* total charge: -1

These are the Löwdin partial charges, in e, on atoms 1 to 2:
1 C -0.220
2 C -0.469

A structure of composition C68H122MgN16O2, computed with ωB97M-V with the def2-TZVPD basis set.

The geometry in XYZ format:
```
209
Properties=species:S:1:pos:R:3:forces:R:3
Mg 2.8748 -1.2536 0.0171 -0.9 -1.6 -0.3
C -0.4374 0.0419 1.8047 -0.2 0.2 0.2
C -0.2045 -0.0953 0.3192 1.5 -0.4 -1.3
C -0.1820 1.2938 -0.3359 0.2 -0.5 0.9
O 0.9592 -0.8242 0.0174 -0.2 0.3 0.4
H 0.3439 0.6716 2.2301 0.4 -0.4 0.2
H -0.5033 -0.9434 2.2660 0.4 0.0 0.1
H -1.3447 0.5787 2.0819 -0.4 0.0 -0.3
H -1.0579 -0.5908 -0.1437 -0.5 -0.5 0.0
H 0.6300 1.8488 0.1341 0.1 0.2 0.0
H -1.1383 1.7331 -0.0521 -0.1 0.6 -0.4
H -0.0040 1.2518 -1.4104 -0.3 0.0 0.0
C 4.5533 -4.0284 -0.9230 -1.4 1.6 1.0
O 3.7538 -2.9207 -0.5287 0.2 0.2 -0.5
H 4.4477 -4.7775 -0.1382 0.3 -0.5 0.0
H 4.2152 -4.4686 -1.8611 0.0 -0.1 -0.3
H 5.6040 -3.7559 -1.0214 0.3 0.0 0.0
C -4.5289 -1.8087 5.7806 -0.5 0.2 -1.2
C -3.5105 -1.8146 4.5827 1.0 -0.4 1.7
C -2.3441 -0.8044 4.7544 -0.3 1.1 0.9
C -1.6493 -0.7688 6.0953 -1.0 -0.5 -1.8
N -1.0968 -0.7434 7.0964 0.3 0.1 0.6
H -4.1576 -2.0650 6.7728 0.5 0.0 -0.3
H -5.3422 -2.5037 5.5716 0.1 -0.4 -0.1
H -5.0822 -0.8733 5.8642 0.4 0.4 0.0
H -3.9540 -1.6459 3.6014 -0.3 0.1 0.2
H -3.0270 -2.7914 4.5650 -0.3 -0.2 -0.2
H -2.7918 0.1827 4.6390 -0.1 0.3 0.2
H -1.5691 -0.7918 3.9880 -0.1 -0.7 0.0
C 1.6864 -3.8884 -5.3485 -0.5 0.3 -0.1
C 2.1873 -3.9309 -3.9122 -0.3 -1.3 0.4
C 1.1745 -3.4308 -2.8544 -0.2 0.5 -0.6
C -0.2367 -3.8166 -3.0583 -0.2 -0.4 -0.1
N -1.3539 -4.0872 -3.1660 0.6 0.3 0.0
H 0.7341 -4.4072 -5.4576 -0.1 -0.2 0.2
H 2.3397 -4.3309 -6.1006 0.3 0.1 0.3
H 1.4560 -2.8680 -5.6547 0.2 0.2 -0.1
H 3.1617 -3.4631 -3.7714 -0.2 0.5 0.0
H 2.3821 -4.9669 -3.6351 0.0 -0.2 -0.2
H 1.1541 -2.3419 -2.8983 0.1 0.2 0.4
H 1.4435 -3.7529 -1.8484 0.2 0.2 0.0
C -4.3394 1.6941 1.1943 0.0 -0.1 0.7
C -4.7965 1.9601 -0.2289 -0.1 -0.1 0.5
C -3.7673 2.7000 -1.0779 0.6 0.1 0.1
C -3.1782 3.8422 -0.3860 -0.1 1.4 1.0
N -2.7760 4.7449 0.2186 -0.3 -0.9 -0.7
H -3.5224 0.9777 1.2808 0.1 -0.1 -0.3
H -5.1660 1.2900 1.7788 0.0 -0.1 0.0
H -4.0269 2.5840 1.7407 0.0 0.2 -0.2
H -5.7372 2.5067 -0.1624 0.0 0.2 -0.2
H -5.0416 0.9870 -0.6545 0.1 0.1 -0.4
H -4.1400 3.0768 -2.0304 0.0 -0.3 0.0
H -2.8824 2.0886 -1.2545 -0.2 -0.4 -0.4
C 2.5129 -7.0378 2.1582 -0.1 1.1 1.0
C 2.1386 -5.4900 2.2547 0.2 -1.9 -1.2
C 0.8362 -5.2276 1.5438 -1.3 0.0 -0.5
C 0.6894 -5.7486 0.1431 0.2 -0.1 0.3
N 0.5286 -6.1503 -0.9294 0.3 0.4 0.9
H 2.6140 -7.3315 1.1134 0.7 0.1 0.1
H 1.8546 -7.7955 2.5831 -0.9 0.5 0.1
H 3.3662 -7.1807 2.8212 0.7 -0.1 -0.8
H 2.8890 -4.9493 1.6780 0.4 0.1 0.4
H 2.0705 -5.1236 3.2790 0.1 0.0 -0.1
H 0.5824 -4.1680 1.5134 0.3 0.2 -0.1
H 0.0249 -5.6521 2.1352 -0.2 -0.3 -0.2
C 0.3294 7.0308 -1.4398 0.1 -0.3 0.1
C 0.7165 5.7833 -0.5999 -0.2 1.5 -0.4
C 0.7685 4.5889 -1.5173 0.3 -1.0 0.2
C -0.4362 4.2837 -2.2867 -3.2 -1.0 -2.0
N -1.3993 3.9943 -2.9122 3.2 0.9 2.0
H 0.9018 7.1758 -2.3560 0.3 -0.3 0.0
H 0.3724 7.9920 -0.9276 -0.1 -0.2 0.3
H -0.6894 6.8266 -1.7691 -0.2 0.4 0.0
H -0.0257 5.7187 0.1958 -0.1 -0.5 -0.1
H 1.6736 5.8298 -0.0804 0.1 0.3 -0.2
H 1.0207 3.7037 -0.9334 -0.2 -0.2 0.1
H 1.5957 4.6502 -2.2245 0.0 0.3 -0.2
C -9.2347 1.1434 3.1866 0.6 0.2 0.4
C -8.6342 0.6441 4.5201 -0.4 0.5 -0.4
C -7.7971 1.7550 5.2561 -0.2 -0.9 -0.1
C -6.4044 1.8508 4.8037 -3.3 -0.1 0.7
N -5.3160 1.8804 4.5221 3.1 0.1 -0.9
H -8.4709 1.5874 2.5481 0.1 0.0 -0.1
H -9.9499 1.9357 3.4074 -0.2 -0.1 -0.2
H -9.7056 0.3381 2.6227 -0.1 0.1 0.1
H -8.1117 -0.2960 4.3435 0.5 0.3 0.2
H -9.4899 0.3532 5.1294 0.1 0.2 0.4
H -7.7108 1.5571 6.3245 -0.2 -0.2 0.1
H -8.2897 2.7248 5.1852 0.0 0.0 -0.2
C -0.3045 -7.4722 4.7907 -1.2 0.2 0.6
C -1.6075 -6.9323 5.4676 0.3 -0.3 -0.9
C -2.2674 -5.8178 4.6270 0.4 0.2 0.3
C -1.3163 -4.7341 4.3885 0.5 0.4 0.1
N -0.5247 -3.9118 4.2322 -0.3 -0.1 0.0
H 0.5009 -6.7377 4.7974 0.0 -0.1 0.1
H -0.5467 -7.7212 3.7575 0.1 0.0 -0.1
H -0.0139 -8.4022 5.2793 0.3 0.2 0.0
H -1.5006 -6.5613 6.4870 0.5 0.0 0.0
H -2.3286 -7.7469 5.5352 0.0 -0.1 -0.1
H -3.0893 -5.3980 5.2071 -0.3 0.0 -0.3
H -2.5851 -6.1340 3.6334 -0.3 -0.3 0.1
C -1.5286 -1.1890 -5.0934 0.3 0.8 0.0
C -1.0544 -0.2532 -3.9528 -1.3 0.0 -0.7
C 0.0238 0.7761 -4.3884 -0.9 -0.2 -0.4
C -0.3504 1.5567 -5.6068 0.6 -1.6 2.3
N -0.6085 2.1669 -6.5266 -0.5 1.1 -1.6
H -2.4185 -1.7683 -4.8475 0.4 -0.3 0.4
H -0.7236 -1.8077 -5.4902 -0.1 -0.2 0.1
H -1.8751 -0.5426 -5.8998 0.2 0.1 -0.3
H -0.8263 -0.7868 -3.0300 0.7 0.0 -0.1
H -1.9673 0.2860 -3.6997 0.0 0.5 0.2
H 0.9389 0.2348 -4.6285 0.2 0.2 0.2
H 0.1537 1.5281 -3.6100 0.4 -0.2 0.1
C -0.8786 3.3492 5.2392 -1.1 -0.5 0.2
C -1.3113 2.6525 3.9368 1.8 0.3 0.5
C -1.0925 3.5750 2.7279 -0.1 -0.4 0.0
C 0.3128 3.7104 2.3516 1.0 -0.1 0.2
N 1.4389 3.7965 2.1057 -0.7 -0.1 0.1
H -1.6649 4.0623 5.4872 0.3 0.4 0.3
H 0.1137 3.8002 5.2342 -0.1 0.2 -0.5
H -0.8335 2.6130 6.0418 -0.2 0.0 0.1
H -2.3364 2.2822 3.9526 0.0 0.2 0.1
H -0.6203 1.8120 3.8723 -0.3 -0.3 -0.4
H -1.4445 4.5778 2.9701 -0.3 0.0 -0.3
H -1.6019 3.1536 1.8612 -0.1 0.4 -0.1
C 1.9794 0.4589 4.8888 -0.4 -0.3 0.4
C 2.9026 -0.6465 5.4332 0.8 -0.1 -0.6
C 2.7382 -2.0461 4.8231 -1.1 -0.1 -0.6
C 2.7863 -2.0573 3.3258 0.5 -0.5 0.4
N 2.8834 -2.1382 2.1801 -0.3 0.5 0.9
H 0.9295 0.2114 5.0453 -0.1 -0.2 0.2
H 2.0284 0.6596 3.8185 0.5 -0.2 -0.1
H 2.1236 1.4029 5.4143 0.2 0.0 0.0
H 2.8766 -0.7673 6.5162 -0.5 0.2 0.0
H 3.9503 -0.4072 5.2511 0.1 0.5 -0.1
H 1.7739 -2.4742 5.0968 -0.4 0.2 -0.2
H 3.4222 -2.7810 5.2476 0.5 0.2 -0.3
C 4.3083 3.5098 -1.1555 -0.1 -0.9 -0.5
C 5.6901 2.8504 -1.1434 0.2 1.1 0.2
C 6.8310 3.9149 -0.9762 -0.2 -1.2 -0.7
C 7.0106 4.3749 0.3879 -0.4 0.0 -1.4
N 7.1577 4.7603 1.4470 0.1 0.3 1.5
H 3.5941 2.7602 -1.4962 -0.2 -0.2 0.3
H 4.2246 4.2511 -1.9502 0.2 0.5 0.3
H 3.9882 3.8631 -0.1752 0.0 0.3 -0.1
H 5.8560 2.3584 -2.1018 0.1 -0.1 0.0
H 5.7392 2.1006 -0.3538 0.1 -0.1 -0.1
H 6.6397 4.7108 -1.6960 0.0 0.4 0.4
H 7.7859 3.4934 -1.2901 0.1 -0.2 0.1
C 5.8885 -1.2870 -4.4913 0.5 -0.9 0.5
C 4.6604 -0.6577 -5.0665 -0.1 0.9 -0.5
C 4.0558 0.4911 -4.2514 -0.1 0.0 0.0
C 3.5581 0.0566 -2.9429 -0.3 -0.3 1.5
N 3.1920 -0.2970 -1.9014 0.8 0.6 -1.9
H 6.1744 -2.1337 -5.1155 -0.2 -0.2 0.1
H 5.6748 -1.6495 -3.4858 0.2 -0.2 0.1
H 6.8083 -0.7031 -4.4584 -0.3 0.6 0.1
H 3.8950 -1.4149 -5.2366 0.0 0.0 -0.1
H 4.9520 -0.2021 -6.0129 -0.4 -0.1 -0.3
H 3.2365 0.9760 -4.7820 -0.2 -0.1 0.0
H 4.7918 1.2863 -4.1328 0.1 0.0 0.4
C 6.8643 0.9436 2.6588 1.9 0.1 -0.4
C 5.9216 1.7348 3.5085 -0.7 -0.6 0.4
C 4.6711 2.1599 2.7663 -1.2 -0.5 -1.1
C 4.2022 1.1284 1.7838 -1.3 -2.0 -1.8
N 3.7908 0.3258 1.0253 1.8 3.1 2.7
H 7.7774 0.7566 3.2239 0.0 -0.2 0.2
H 7.2480 1.4705 1.7852 -0.3 0.2 -0.2
H 6.5256 -0.0357 2.3206 -0.5 0.1 0.1
H 6.3347 2.6073 4.0147 0.3 0.0 -0.3
H 5.6280 1.0405 4.2957 -0.2 0.2 0.3
H 4.7502 3.0732 2.1766 0.4 0.1 0.0
H 3.8095 2.3290 3.4121 0.0 0.0 0.2
C -4.8855 -2.7524 0.4874 -0.4 0.4 -0.5
C -3.5967 -2.7658 -0.3094 1.6 -1.1 0.4
C -2.3826 -3.4764 0.4642 -1.0 -0.3 -0.3
C -2.5546 -4.9610 0.7406 -0.4 0.1 0.1
N -2.6939 -6.0913 0.9732 0.2 1.6 -0.2
H -5.1284 -3.6906 0.9863 0.1 0.0 0.0
H -5.6967 -2.5153 -0.2010 -0.2 -0.2 0.0
H -4.9110 -1.9209 1.1917 0.2 -0.2 0.4
H -3.2719 -1.7477 -0.5239 0.1 0.1 0.2
H -3.6785 -3.2363 -1.2892 -0.2 -0.2 0.1
H -2.2924 -2.9465 1.4124 0.2 -0.3 0.3
H -1.4309 -3.3755 -0.0575 -0.1 0.1 -0.2
C 2.8318 2.6033 -8.2951 0.8 0.5 0.7
C 3.0457 4.1207 -7.9662 -1.4 -1.2 -0.4
C 3.6943 4.4146 -6.5960 0.4 -0.1 -0.7
C 2.9392 3.9294 -5.4245 1.5 1.0 -2.7
N 2.3296 3.5931 -4.5362 -1.3 -0.9 2.1
H 3.7947 2.1143 -8.1476 0.0 -0.3 0.2
H 2.5674 2.3639 -9.3251 -0.2 0.5 0.0
H 2.0813 2.1671 -7.6359 0.1 -0.1 0.0
H 2.0478 4.5590 -7.9528 0.0 0.3 -0.1
H 3.5789 4.5381 -8.8204 0.3 0.4 0.5
H 3.8644 5.4870 -6.4996 -0.3 0.1 0.2
H 4.7015 3.9978 -6.5939 0.0 -0.3 0.3
C -5.6860 2.0618 -4.1483 0.5 -0.5 -0.7
C -4.3661 1.9094 -4.9432 -0.7 1.2 -0.4
C -4.2942 2.8165 -6.2209 0.6 -0.1 1.8
C -5.1167 2.4303 -7.3131 -1.9 -0.9 -3.0
N -5.7734 2.1810 -8.2472 1.3 0.4 2.0
H -6.5717 2.0425 -4.7833 0.0 0.0 -0.1
H -5.6985 2.9986 -3.5913 0.0 -0.1 0.1
H -5.7264 1.1780 -3.5115 -0.3 0.3 0.5
H -4.1875 0.8590 -5.1736 0.2 0.1 -0.1
H -3.5831 2.3365 -4.3166 0.3 -0.5 0.1
H -3.2497 2.8901 -6.5239 0.0 0.0 -0.2
H -4.6239 3.8115 -5.9218 0.1 0.2 0.0
```
Forces are in eV/Å.

## Properties
* E_HOMO: -7.523 eV
* LUMO: -0.021 eV
* frontier orbital gap: 0.2757 Ha
* calculated total energy: -3890.85320 Ha

These are the Löwdin partial charges, in e, on atoms 1 to 2:
1 Mg 0.460
2 C -0.065

A cluster of 2 separate species, C3H11N3O in total, computed with ωB97M-V with the def2-TZVPD basis set.

The geometry in XYZ format:
```
18
Properties=species:S:1:pos:R:3:forces:R:3
C 0.5537 0.8113 -0.4964 -0.6 -0.3 0.3
C -0.8398 0.9776 -0.8767 0.0 0.2 0.0
C 1.0724 1.3871 0.7481 0.0 0.0 0.0
N -1.3353 -0.2100 -0.0797 0.4 0.2 -0.1
N 1.1537 -2.1665 -1.1272 -0.1 0.2 0.1
N -1.6265 0.1180 1.2519 0.1 0.1 0.0
O 0.7123 -1.6084 0.1123 -0.1 0.0 -0.2
H -0.4595 -1.0139 -0.0627 0.2 -0.1 0.0
H 1.1973 0.2239 -1.1368 0.0 -0.1 0.0
H 1.9986 -2.6890 -0.9035 -0.1 0.0 0.0
H 0.4690 -2.8718 -1.4065 0.1 0.1 0.1
H -1.4219 -0.6820 1.8405 0.0 0.0 -0.1
H -2.6023 0.3843 1.3516 0.1 -0.1 -0.1
H -1.3221 1.8928 -0.5352 0.0 -0.1 0.0
H -1.0546 0.7997 -1.9272 0.0 0.0 0.0
H 1.0978 2.4831 0.6870 0.0 -0.1 0.0
H 0.3518 1.1632 1.5535 0.0 0.0 -0.1
H 2.0554 1.0007 1.0071 0.0 0.0 0.0
```
Forces are in eV/Å.

## Properties
* relative energy (zero: lowest compared OMol25 entry of this formula, charge and spin): 649.1 kJ/mol
* E_HOMO (spin up / spin down): -7.122 / -7.124 eV
* LUMO (spin up / spin down): -0.197 / -0.202 eV
* frontier orbital gap (spin up / spin down): 0.2545 / 0.2544 Ha
* calculated total energy: -360.19016 Ha

These are the Löwdin partial charges, in e, on atoms 1 to 2:
1 C -0.049
2 C -0.196

An isolated molecule of C18H20FNO4, computed with ωB97M-V with the def2-TZVPD basis set.

The geometry in XYZ format:
```
44
Properties=species:S:1:pos:R:3:forces:R:3
O -1.6652 -0.3632 0.7568 -0.4 -0.2 -0.1
C -0.6065 0.4004 1.2707 0.4 0.1 0.4
C 0.7430 -0.2117 0.8698 -0.3 0.3 0.0
N 0.7816 -1.6059 1.2952 0.0 0.0 0.4
C 1.8641 -2.3783 0.7100 0.0 -0.1 -0.5
C 1.6063 -2.7460 -0.7557 -0.2 -0.6 0.4
C 0.1560 -3.1506 -1.0342 0.3 0.3 0.4
O 0.0276 -3.6023 -2.3638 0.1 -0.1 -0.5
C 0.6314 -2.7734 -3.2747 0.0 0.1 0.1
C 0.3087 -2.9151 -4.6183 0.0 0.0 0.2
C 0.8729 -2.0796 -5.5627 -0.1 0.0 0.0
C 1.7562 -1.0857 -5.1724 0.1 0.1 0.0
C 2.0991 -0.9485 -3.8413 -0.1 -0.1 0.1
C 1.5526 -1.7967 -2.8871 0.0 -0.1 -0.1
O 1.9522 -1.6489 -1.5813 0.0 0.2 -0.2
C -0.7156 0.5481 2.8030 0.4 -0.2 -0.5
O -1.7972 1.3659 3.1974 -0.1 0.2 0.1
C -1.8019 2.6965 2.9350 -0.1 0.2 0.0
C -3.0331 3.3323 3.1257 0.2 -0.1 -0.1
C -3.1878 4.6885 2.9346 0.0 0.0 0.0
C -2.1110 5.4655 2.5379 0.1 0.0 0.0
C -0.8829 4.8652 2.3437 0.0 -0.1 0.0
C -0.7336 3.5046 2.5454 0.1 0.0 0.0
F 0.5144 2.9938 2.3450 -0.2 -0.1 0.1
H -1.4935 -1.2832 1.0004 0.1 0.0 0.0
H -0.7066 1.3881 0.8095 0.1 -0.1 0.1
H 1.5655 0.3902 1.2833 0.0 0.0 0.0
H 0.8246 -0.1914 -0.2173 0.0 0.1 0.1
H 0.8663 -1.6427 2.3066 0.0 -0.1 -0.1
H 2.8295 -1.8494 0.7499 0.0 -0.1 0.0
H 1.9519 -3.3083 1.2759 0.1 0.0 -0.1
H 2.2563 -3.5968 -1.0212 -0.1 0.1 0.0
H -0.1510 -3.9765 -0.3918 0.0 0.1 0.0
H -0.4969 -2.2858 -0.8656 0.0 -0.1 0.0
H -0.3933 -3.6856 -4.8944 -0.1 -0.1 0.0
H 0.6145 -2.1984 -6.6035 0.0 0.0 -0.1
H 2.1868 -0.4220 -5.9060 0.0 0.1 -0.1
H 2.7960 -0.1934 -3.5135 0.1 0.1 0.0
H -0.9530 -0.4236 3.2461 0.1 0.1 -0.1
H 0.2300 0.9094 3.2201 -0.1 0.0 0.0
H -3.8616 2.7131 3.4299 -0.1 -0.1 0.0
H -4.1545 5.1412 3.0918 -0.1 0.0 0.0
H -2.2242 6.5265 2.3823 0.0 0.1 0.0
H -0.0182 5.4338 2.0391 0.1 0.0 0.0
```
Forces are in eV/Å.

## Properties
* relative energy (zero: lowest compared OMol25 entry of this formula, charge and spin): 14.9 kJ/mol
* E_HOMO: -8.310 eV
* LUMO: 0.653 eV
* frontier orbital gap: 0.3294 Ha
* calculated total energy: -1153.45166 Ha
* structure (SMILES): O[C@H](CNC[C@H]1COc2ccccc2O1)COc1ccccc1F

These are the Löwdin partial charges, in e, on atoms 1 to 2:
1 O -0.015
2 C -0.347

A structure of composition C4H6ClNO3, computed with ωB97M-V with the def2-TZVPD basis set.

The geometry in XYZ format:
```
15
Properties=species:S:1:pos:R:3:forces:R:3
C 1.6832 1.1289 0.0893 -0.9 0.9 -0.8
C -0.5259 1.2218 -0.6019 -2.5 -0.6 -2.9
C -0.4639 -0.2808 -0.3469 3.7 0.4 0.3
C -0.9431 -0.8274 0.9509 -0.5 0.6 2.2
N 1.3722 -0.1638 -0.2205 -5.2 2.0 -1.0
O 2.6875 1.5827 0.5028 1.6 0.4 0.6
O 0.6018 1.9381 -0.1362 -1.2 -0.2 0.1
O -0.6891 -1.1462 -1.3535 -0.9 3.8 -1.9
Cl 2.3188 -1.5101 0.2815 3.5 -4.4 1.5
H -0.7975 1.3948 -1.7253 1.3 -0.3 1.6
H -1.4783 1.5250 -0.1776 0.3 0.8 0.9
H -2.0897 -0.8970 0.8211 1.8 -0.5 0.4
H -0.7632 -0.1709 1.8968 -0.2 -0.8 -1.9
H -0.3622 -1.7673 1.1762 -1.2 0.6 -0.3
H -0.5504 -2.0277 -1.1567 0.5 -2.8 1.2
```
Forces are in eV/Å.

## Properties
* relative energy (zero: lowest compared OMol25 entry of this formula, charge and spin): 0.0 kJ/mol
* 2S+1: 3
* E_HOMO (spin up / spin down): -5.675 / -10.364 eV
* LUMO (spin up / spin down): 0.440 / -2.714 eV
* frontier orbital gap (spin up / spin down): 0.2247 / 0.2811 Ha
* calculated total energy: -896.47414 Ha

These are the Löwdin partial charges, in e, on atoms 1 to 2:
1 C -0.637
2 C -0.126

An isolated molecule of C4H4N2O, computed with ωB97M-V with the def2-TZVPD basis set.

The geometry in XYZ format:
```
11
Properties=species:S:1:pos:R:3:forces:R:3
N 0.1702 -1.2181 2.3610 0.0 0.2 -0.4
C -0.0339 -0.7327 1.2223 -0.1 -0.2 0.3
C -2.5812 -0.0998 -0.9853 0.8 0.4 -0.3
N -1.4963 0.2960 -1.2068 -1.0 -0.3 0.2
C -0.2146 0.7409 -1.4550 0.2 0.0 0.1
C 0.8291 0.5748 -0.6388 -0.1 0.1 -0.2
O 0.9524 -0.0113 0.5737 0.0 0.0 0.0
H 1.1130 -0.9825 2.6767 0.0 -0.1 0.1
H -0.9763 -0.8602 0.7019 0.2 0.0 0.0
H -0.0629 1.2674 -2.3910 0.0 -0.1 0.2
H 1.7846 0.9824 -0.9479 -0.1 0.0 0.0
```
Forces are in eV/Å.

## Properties
* relative energy (zero: lowest compared OMol25 entry of this formula, charge and spin): 260.7 kJ/mol
* E_HOMO: -9.768 eV
* LUMO: 0.623 eV
* frontier orbital gap: 0.3819 Ha
* calculated total energy: -339.48238 Ha

These are the Löwdin partial charges, in e, on atoms 1 to 2:
1 N 0.130
2 C -0.262

Number 1: F_max 4.95 eV/Å. Number 2: F_max 4.50 eV/Å. Number 3: F_max 0.72 eV/Å. Number 4: F_max 0.72 eV/Å. Number 5: F_max 5.78 eV/Å. Number 6: F_max 1.05 eV/Å.